1.
Computed, not measured: C18H46F6KN3O22S6 as an isolated structure in a non-equilibrium geometry, with ωB97M-V/def2-TZVPD.

Output
maximum force: 4.6 eV/Å
frontier orbital gap (spin up / spin down): 0.0926 / 0.2169 Eh
spin multiplicity: 2
⟨S²⟩: 0.754
charge: -1
LUMO (spin up / spin down): 1.0 / 1.0 eV

XYZ file:
```
102
Properties=species:S:1:pos:R:3:forces:R:3:mulliken_charge:R:1
K -2.419225 -1.426219 -0.726951 0.1 0.0 0.3 0.954
C 1.064249 2.012739 0.014044 -0.5 -2.4 -2.6 0.491
F 1.656274 2.301789 -1.193694 -0.5 -0.4 1.4 -0.240
F 1.447135 2.831963 0.901510 0.5 1.0 1.2 -0.051
F -0.263231 2.071544 -0.185390 0.7 -0.2 0.4 -0.151
S 1.695389 0.159570 0.558722 -0.8 0.3 0.9 0.709
O 2.975009 -0.017121 -0.033940 0.0 0.3 -1.4 -0.477
O 1.746797 0.153937 1.989546 -1.2 0.3 0.1 -0.632
N 0.435742 -0.970313 0.032380 1.0 3.1 1.6 -0.267
S 1.082027 -2.210882 -0.592652 3.0 -2.2 -1.8 0.434
O 2.420085 -2.583533 -0.136654 -1.5 0.6 -0.6 -0.548
O 0.191512 -3.346496 -0.721743 -0.8 0.9 0.2 -0.399
C 1.181684 -1.592909 -2.418099 0.0 -0.6 2.5 0.542
F 1.772750 -2.548980 -3.062942 1.9 -0.6 -1.5 -0.212
F -0.074340 -1.653481 -2.863312 -0.7 1.5 -0.3 -0.216
F 1.759498 -0.373359 -2.590921 -1.0 -1.5 -0.2 -0.175
C -0.757875 -2.401453 3.007782 0.8 -1.5 1.2 -0.625
O -1.356604 -1.660182 2.017041 -1.0 0.5 -0.5 -0.118
H 0.171160 -2.006748 3.419119 -0.1 0.8 0.1 0.288
H -1.448006 -2.620140 3.822629 -0.2 0.4 -0.1 0.299
H -0.421616 -3.385922 2.682433 -0.2 -0.4 -0.5 -0.017
H -0.672768 -1.363361 1.412166 0.5 0.2 -0.2 0.335
C 2.682045 5.696122 -1.073078 -1.8 -1.1 -0.1 -0.418
O 1.674457 6.256365 -0.258779 0.7 1.2 1.0 -0.462
H 3.652288 6.172308 -0.931782 -0.3 0.3 -0.1 0.273
H 2.740964 4.642359 -0.800669 0.6 -0.2 -0.1 -0.009
H 2.289663 5.707418 -2.089942 0.8 0.2 -0.5 0.333
H 0.773076 6.000346 -0.467518 0.0 -0.2 -0.2 0.270
O -4.774234 0.681585 3.425333 -0.2 -0.1 -2.2 -0.603
S -4.182814 1.045345 2.149159 2.3 2.2 0.6 1.002
O -4.000371 0.105796 1.013776 -1.1 1.5 1.6 -0.505
O -4.912668 2.533672 1.722710 0.3 -2.1 0.5 -0.380
C -4.576641 3.123822 0.459773 -0.3 1.0 -1.7 0.189
C -5.192870 4.562948 0.298398 0.1 -1.0 1.5 -1.325
C -2.533793 1.781256 2.572789 -0.5 -0.6 -0.8 -0.706
H -4.910949 2.431238 -0.312667 -0.1 0.1 -0.2 0.318
H -3.517549 3.328855 0.303594 0.3 -0.5 0.6 0.094
H -4.970775 5.075763 -0.637438 0.3 -0.5 -0.1 0.356
H -4.709235 5.121704 1.099633 0.0 0.3 -0.1 0.295
H -6.268095 4.607778 0.471547 -0.1 -0.3 -0.1 0.350
H -1.996101 1.120399 3.252687 -0.4 0.0 0.1 0.534
H -2.713157 2.792224 2.938693 0.0 -0.2 0.1 0.415
H -1.928237 1.879998 1.671875 -0.3 0.0 -0.1 -0.081
O -2.595359 -2.214445 -3.507584 -1.6 -0.8 -2.7 -0.316
S -3.138010 -2.449683 -4.861486 0.3 1.2 -2.0 0.821
O -4.084613 -3.494813 -5.282481 1.5 1.4 1.8 -0.579
O -3.770098 -0.978083 -5.356602 -0.6 -1.5 0.2 -0.324
C -4.870787 -1.014286 -6.367514 0.0 -0.6 0.0 -0.237
C -4.504572 -1.689356 -7.671151 0.5 -0.1 0.3 -1.051
C -1.753259 -2.517479 -6.135026 0.4 -1.2 1.4 -1.044
H -5.192450 0.011924 -6.545097 0.6 0.1 0.4 0.383
H -5.758863 -1.543621 -6.022236 0.3 0.0 0.8 0.290
H -5.375217 -1.634852 -8.324687 0.2 0.3 -0.2 0.393
H -4.315966 -2.749490 -7.501895 0.0 0.1 -0.1 0.281
H -3.602902 -1.243168 -8.090693 -0.2 0.1 -0.4 0.259
H -1.249466 -1.563002 -6.287561 -0.6 0.0 -0.1 0.344
H -2.043838 -3.109515 -7.002875 -0.8 0.9 -0.2 0.361
H -0.977719 -3.195113 -5.778023 0.1 0.1 0.8 0.407
O 5.653519 4.525454 4.655754 0.8 0.6 -1.4 -0.620
S 5.554911 5.163748 3.347987 -1.7 1.1 1.4 1.137
O 6.397891 6.305298 2.977894 -1.3 -2.4 0.3 -0.619
O 5.570832 4.038998 2.205148 1.0 2.6 -0.5 -0.266
C 5.505091 2.730755 2.596755 -0.3 -3.9 -0.5 -0.194
C 5.572797 1.799843 1.341366 0.6 0.7 -0.3 -1.142
C 3.800750 5.602197 3.170336 0.1 0.6 -0.7 -0.792
H 4.555527 2.483366 3.071330 -0.1 0.3 0.3 0.340
H 6.304249 2.472346 3.291502 0.0 0.1 0.0 0.340
H 4.780388 1.963387 0.610999 -0.5 0.0 0.5 0.129
H 5.625854 0.734761 1.566949 -0.3 0.1 0.4 0.388
H 6.455720 1.981609 0.728565 0.4 0.3 0.3 0.399
H 3.043315 4.936408 3.583993 0.7 -0.5 0.3 0.295
H 3.607845 5.608994 2.097561 0.0 0.3 0.0 0.123
H 3.597150 6.590198 3.583266 0.3 0.0 -0.1 0.464
O -3.638641 -7.148064 3.271683 1.2 0.5 -1.6 -0.593
S -3.244398 -6.437904 2.068603 -0.5 1.4 -1.3 1.035
O -3.501743 -4.990426 1.981759 1.0 -2.3 0.3 -0.505
O -1.629430 -6.793660 1.628102 -4.3 0.1 1.7 -0.334
C -0.929908 -5.856194 0.830308 0.9 0.1 -0.4 1.050
C 0.306107 -6.681319 0.663289 2.3 0.2 0.2 -1.450
C -4.055763 -7.158529 0.575827 1.5 -0.9 0.8 -0.897
H -0.789654 -4.923586 1.376807 0.1 -0.1 -0.1 -0.526
H -1.309273 -5.583742 -0.154563 -0.9 -0.3 0.1 0.203
H 0.967101 -6.419667 -0.162984 -0.2 0.3 -0.1 0.366
H 0.145491 -7.758293 0.614012 -0.5 0.1 -0.2 0.382
H 0.902900 -6.546809 1.565430 0.2 -0.1 0.1 0.363
H -3.489987 -6.843856 -0.301089 -0.5 1.0 0.0 0.291
H -5.141206 -7.059508 0.586949 0.3 0.4 0.0 0.334
H -3.756453 -8.206379 0.553123 -0.4 -0.3 0.6 0.344
C -0.239638 5.208692 3.289766 -1.6 -1.5 -1.0 -0.424
N -1.132492 5.638595 2.211935 -0.3 -2.0 2.4 0.546
O -1.861449 4.747451 1.596451 -0.1 -0.8 -0.2 -0.583
O -1.016454 6.798245 1.846939 0.3 3.7 -1.7 -0.778
H -0.104221 5.933491 4.092532 0.4 0.3 -0.6 0.309
H 0.602174 4.804970 2.727232 1.0 0.2 0.7 -0.066
H -0.762076 4.347426 3.706160 0.2 -0.2 0.3 0.105
C 6.010834 -3.234392 -0.002296 -0.3 0.6 0.0 -0.469
N 7.282859 -2.570597 0.426592 -0.9 -2.0 -1.4 0.960
O 8.242451 -3.298125 0.334174 1.2 -0.2 0.3 -0.606
O 7.275442 -1.436837 0.758519 0.1 2.0 0.8 -0.529
H 6.165795 -3.580372 -1.024242 0.1 -0.2 0.3 0.269
H 5.216304 -2.488184 -0.000965 0.0 -0.2 0.3 0.091
H 5.881955 -4.052552 0.706288 -0.3 0.1 -0.3 0.274
```
Forces are in eV/Å.

=====

2.
Computed, not measured: a 14-piece molecular cluster, C28H42N14 overall in a non-equilibrium geometry, with ωB97M-V/def2-TZVPD.

Output
maximum force: 6.2 eV/Å
frontier orbital gap: 0.4175 Eh
energy above the lowest of the compared OMol25 structures with the same formula, charge and spin: 72.8 kJ/mol
charge: 0
LUMO: 0.4 eV

XYZ file:
```
84
Properties=species:S:1:pos:R:3:forces:R:3:mulliken_charge:R:1
C -1.238490 -7.465978 1.649895 0.3 -0.1 -1.5 -0.734
C -2.442073 -6.758704 1.302424 -0.3 -0.4 -0.1 0.378
N -3.437373 -6.253013 1.062785 -0.6 0.6 -0.2 -0.454
H -1.075668 -7.270982 2.668502 0.7 0.2 1.4 0.263
H -0.434236 -7.057265 1.013989 -0.1 -0.4 0.5 0.246
H -1.367136 -8.539625 1.489243 0.1 0.2 -0.1 0.331
C 1.362413 -1.568756 4.508338 -0.9 0.7 1.2 -0.346
C 0.454640 -2.628589 4.169604 -0.9 -2.0 -1.5 0.285
N -0.183551 -3.505352 3.751498 0.7 1.2 0.9 -0.474
H 0.782032 -0.644790 4.504701 0.2 0.2 -0.5 -0.107
H 2.207293 -1.540852 3.846486 0.3 0.1 -0.2 0.212
H 1.615185 -1.672516 5.559239 0.6 -0.2 0.1 0.420
C 2.959471 6.362125 -2.020075 -1.2 -0.8 -1.6 -0.533
C 2.267410 6.281914 -0.749349 -0.7 -0.2 1.6 0.358
N 1.652704 6.262860 0.236599 1.0 0.0 -1.4 -0.466
H 3.837041 6.941802 -2.021506 0.9 1.3 0.5 0.412
H 2.220620 6.782642 -2.749684 0.8 -0.4 0.5 0.245
H 3.342729 5.414084 -2.438594 -0.8 0.0 0.6 -0.035
C 2.049237 2.052339 5.088122 0.3 -1.5 -0.1 -0.784
C 0.628298 2.178216 4.828349 -1.8 0.5 0.4 0.463
N -0.524230 2.291641 4.761464 1.5 -0.3 -0.2 -0.433
H 2.209029 1.106194 5.662720 0.0 0.5 -0.7 0.202
H 2.431082 2.805408 5.741476 0.0 0.9 0.2 0.372
H 2.600026 2.036147 4.139133 0.0 -0.1 0.4 0.219
C -3.833467 -0.353790 -1.538356 0.5 1.8 -0.4 -1.125
C -2.412906 -0.110912 -1.858796 -0.6 -0.3 0.9 0.432
N -1.292953 0.076168 -2.012378 0.2 0.1 -0.1 -0.281
H -4.277613 -0.705123 -2.441697 -0.6 -0.2 -0.5 0.398
H -4.295839 0.597613 -1.194540 0.3 -0.6 -0.4 0.365
H -3.989991 -1.062672 -0.769728 0.2 -0.9 0.8 0.273
C -5.065880 -3.274770 3.291431 1.7 1.1 2.8 -0.751
C -4.955599 -1.982069 2.574813 -1.0 -5.5 2.7 0.333
N -4.855110 -0.986561 2.089405 0.4 4.4 -2.3 -0.345
H -4.029904 -3.504571 3.666652 -0.7 0.3 -0.4 0.176
H -5.299614 -4.148156 2.755635 -0.8 -0.6 -1.2 0.292
H -5.646516 -3.219411 4.272426 0.4 0.2 -1.6 0.279
C 0.726012 1.363917 -4.076319 -1.1 0.9 -0.6 -0.460
C 1.590729 1.789793 -5.172206 0.9 0.0 -0.8 0.254
N 2.216129 2.113747 -6.092056 -1.0 -0.4 0.8 -0.607
H -0.078809 0.822669 -4.587586 0.2 -0.4 0.5 0.365
H 0.215939 2.284158 -3.733468 0.4 -0.4 0.3 0.153
H 1.176468 0.831761 -3.233942 0.0 0.1 -0.6 0.267
C -0.537992 -3.220656 0.299389 -0.5 2.5 0.6 0.284
C 0.549075 -3.338508 -0.615156 1.2 -0.7 -0.9 0.333
N 1.462692 -3.365256 -1.316967 -0.4 -0.1 0.2 -0.554
H -1.037249 -2.276742 -0.031705 0.0 -0.6 0.3 -0.166
H -0.125356 -2.970435 1.283434 -0.2 -0.3 -0.1 -0.193
H -1.277772 -3.991400 0.367956 -0.1 -0.7 -0.2 0.224
C -2.241866 -5.341464 -3.626625 0.2 0.2 0.5 -0.795
C -2.746244 -3.973055 -3.437730 1.8 -2.2 0.2 0.257
N -2.832170 -2.865760 -3.227196 -0.9 2.3 0.3 -0.294
H -2.506092 -5.578089 -4.635223 -0.1 -0.8 -0.6 0.328
H -2.717061 -6.009066 -2.900735 0.0 0.0 -0.3 0.242
H -1.132640 -5.414164 -3.499606 -1.0 0.4 -0.1 0.247
C -2.234271 0.919169 2.126979 -0.5 0.6 0.0 -0.306
C -1.896592 2.247922 1.618234 0.4 -0.9 0.2 0.301
N -1.455521 3.245345 1.273015 -0.2 0.7 -0.3 -0.433
H -2.666590 1.067953 3.096284 -0.4 0.1 0.7 0.385
H -1.320661 0.369040 2.308002 0.1 -0.3 -0.5 -0.015
H -3.010566 0.429615 1.534832 0.5 -0.1 -0.1 0.078
C 3.996537 -1.492084 0.607102 -0.7 -0.1 -0.7 -0.013
C 5.379254 -1.329338 1.035167 -1.8 -0.6 -0.4 0.165
N 6.443410 -1.285515 1.424305 1.8 0.3 0.6 -0.385
H 3.685070 -2.577794 0.586672 0.6 1.2 -0.5 0.248
H 3.864263 -0.945370 -0.381968 -0.1 -1.0 1.2 0.171
H 3.322846 -1.051558 1.349531 0.2 0.2 -0.3 -0.204
C -2.056629 5.987721 -1.076626 0.9 0.2 0.3 -0.845
C -0.939590 5.225578 -1.645211 1.3 -1.1 -1.6 0.439
N -0.096977 4.681448 -2.245050 -1.7 1.0 1.4 -0.420
H -2.625705 5.408102 -0.364467 0.0 -0.3 0.1 0.252
H -2.698859 6.332723 -1.875150 -0.1 0.1 -0.2 0.333
H -1.605098 6.837170 -0.550676 -0.3 -0.1 -0.1 0.248
C 4.573263 3.325479 -4.859481 1.2 0.7 0.4 -0.784
C 4.018723 2.413321 -3.837592 0.4 0.7 0.2 0.402
N 3.537442 1.859092 -2.949648 0.4 0.0 -0.4 -0.410
H 5.672631 3.240481 -5.031132 -0.8 -0.9 0.0 0.312
H 4.603691 4.355045 -4.443436 -0.8 -0.5 -0.2 0.140
H 4.001836 3.250929 -5.791559 0.3 0.1 0.4 0.351
C 1.137625 2.006011 -0.069619 -1.6 -0.1 -1.3 -0.374
C 1.165880 0.939807 0.845012 0.0 -1.7 0.8 0.134
N 1.243731 0.042842 1.556781 -0.1 -0.2 0.4 -0.309
H 0.173162 1.962679 -0.644085 0.9 0.2 0.5 0.042
H 1.959301 1.865729 -0.737994 0.6 0.4 -0.6 0.181
H 1.163539 2.872314 0.537292 0.2 1.4 0.0 0.343
```
Forces are in eV/Å.

=====

3.
Computed, not measured: an isolated ion of composition H2O5P2 and charge -2 in a non-equilibrium geometry, with ωB97M-V/def2-TZVPD.

Output
maximum force: 2.7 eV/Å
frontier orbital gap: 0.2276 Eh
SMILES: O=P(O)=P([O-])([O-])O
energy above the lowest of the compared OMol25 structures with the same formula, charge and spin: 259.3 kJ/mol
charge: -2
LUMO: 7.2 eV

XYZ file:
```
9
Properties=species:S:1:pos:R:3:forces:R:3:nbo_charge:R:1
O 1.790200 -0.230047 -1.346453 0.0 0.6 -0.1 -1.228
P 1.218572 -1.334734 -0.481513 0.0 -1.0 0.6 0.998
O 1.381880 -0.984135 1.190254 -2.0 1.1 -1.5 -1.106
P -1.113456 -0.853526 -0.150488 -0.7 1.8 0.1 1.844
O -2.202909 -1.825153 -0.505348 0.2 0.1 -0.9 -1.195
O -1.249132 -0.373633 1.315563 0.9 0.2 -1.1 -1.190
O -1.333902 0.676297 -1.171105 0.1 -0.8 0.3 -1.102
H 0.415142 -0.528649 1.197345 1.9 -0.6 1.9 0.498
H -0.558870 1.171790 -1.528118 -0.4 -1.3 0.9 0.480
```
Forces are in eV/Å.

=====

4.
Computed, not measured: a 2-piece molecular cluster, C7H16P overall in a non-equilibrium geometry, with ωB97M-V/def2-TZVPD.

Output
maximum force: 3.7 eV/Å
frontier orbital gap (spin up / spin down): 0.1637 / 0.1645 Eh
energy above the lowest of the compared OMol25 structures with the same formula, charge and spin: 263.7 kJ/mol
charge: +1
LUMO (spin up / spin down): -7.1 / -7.1 eV

XYZ file:
```
24
Properties=species:S:1:pos:R:3:forces:R:3:nbo_charge:R:1
C 4.237163 0.321703 0.057087 -0.5 1.9 -1.3 0.014
C 2.951287 -0.024184 0.264651 -1.5 -1.8 0.3 -0.176
C 2.669899 -1.394723 0.899709 0.4 3.0 2.2 -0.625
C -2.106678 1.547626 -1.229753 -2.5 0.2 -0.1 -0.955
C -2.552014 -1.396156 -0.951273 -0.4 -2.5 -1.1 -0.983
C -2.554956 0.251896 1.359015 -0.8 1.1 1.1 -0.959
C 1.899706 0.816482 -0.115482 -0.6 -1.1 2.1 0.075
P -1.661176 0.028363 -0.261829 0.1 -0.4 0.2 0.769
H 4.408510 1.272004 -0.431045 0.4 0.1 0.0 0.215
H 5.064778 -0.282135 0.309255 0.8 -0.6 0.5 0.227
H 2.910351 -1.300035 2.022499 -0.7 -0.4 -1.6 0.247
H 3.338177 -2.058076 0.468532 1.1 -1.6 -0.7 0.232
H 1.664649 -1.642504 0.698758 -1.1 -0.6 0.1 0.238
H -3.246906 1.664472 -1.448761 1.7 -0.3 0.8 0.244
H -1.686750 1.664300 -2.242718 0.5 -0.2 0.7 0.251
H -1.816766 2.359465 -0.531331 -0.1 -0.1 -0.7 0.235
H -3.689806 -1.367294 -0.904745 1.4 -0.1 0.5 0.248
H -2.096836 -2.456736 -0.628938 -1.2 2.5 -0.1 0.260
H -2.386806 -1.468970 -2.041747 0.2 0.4 0.3 0.249
H -3.438761 -0.485337 1.597695 1.9 1.4 -0.7 0.263
H -2.975309 1.333543 1.324009 0.5 -1.8 0.3 0.244
H -1.787482 0.242919 2.211980 -1.3 -0.1 -1.1 0.240
H 0.841722 0.680014 0.228206 0.9 -0.5 -0.3 0.247
H 2.014002 1.693366 -0.653780 0.7 1.6 -1.3 0.200
```
Forces are in eV/Å.

=====

Question: Which of these has the highest maximum force?
Answer: C28H42N14

=====

Question: Among the records above, which one has the highest charge?
Answer: C7H16P

=====

Question: Among the records above, which one has the highest charge?
Answer: C7H16P